# C32H88N8O8

A cluster of 8 separate species, C32H88N8O8 in total (the ωB97M-V functional and the def2-TZVPD basis, OMol25).

Results
charge	+1
LUMO energy (spin up / spin down)	-2.105 / -7.793	eV
multiplicity	2
⟨S²⟩	0.759
highest occupied orbital energy (spin up / spin down)	-10.643 / -10.643	eV

XYZ file:
```
136
Properties=species:S:1:pos:R:3:forces:R:3
C -19.407980 -8.624820 20.121170 0.6 -0.1 -1.4
C -18.724350 -9.740730 19.262290 -1.8 0.3 -0.1
C -17.594750 -9.332930 18.374260 0.0 -0.1 -1.1
O -17.267970 -10.436990 17.474630 0.1 0.9 0.4
C -15.970700 -10.254800 16.845190 -1.2 -0.7 1.5
N -18.273730 -10.805110 20.081640 0.8 -1.2 1.4
H -20.133470 -8.952120 20.865920 0.4 -0.6 0.0
H -20.000110 -7.989330 19.462670 0.2 0.3 -0.1
H -18.609940 -8.044250 20.583940 -0.2 0.1 0.2
H -19.440680 -10.269810 18.633760 -0.6 1.0 -0.8
H -16.728590 -9.096120 18.992140 0.2 0.2 0.0
H -17.897380 -8.508830 17.728210 0.2 0.4 0.2
H -15.285720 -10.792550 17.500720 0.5 0.0 -0.3
H -15.693140 -9.201070 16.872180 0.0 0.0 -0.6
H -16.046160 -10.753400 15.878850 0.3 0.5 -0.1
H -17.621060 -11.306040 19.495810 0.2 -0.5 0.1
H -19.086440 -11.402590 20.132850 0.2 -0.5 0.7
C -11.737970 -16.398700 22.813990 -0.1 1.0 -0.4
C -12.465930 -15.236360 22.116850 0.6 1.2 1.5
C -11.531450 -14.066550 21.666650 0.4 0.4 0.3
O -10.909950 -13.334610 22.745170 -0.9 -1.0 -0.1
C -9.933330 -12.392340 22.370390 -0.5 0.4 0.0
N -13.223900 -15.727160 21.013360 -0.2 -0.8 -1.9
H -11.131200 -16.005860 23.629850 0.0 -0.1 0.0
H -11.087600 -16.857080 22.069010 0.1 -0.2 0.1
H -12.447870 -17.133280 23.194160 0.1 0.0 0.0
H -13.197960 -14.782110 22.784590 0.4 0.2 0.8
H -12.118670 -13.360610 21.079350 -0.4 0.2 -0.1
H -10.733030 -14.381760 20.994880 0.1 -0.6 -0.2
H -10.310600 -11.547970 21.793490 -0.6 -0.1 -0.5
H -9.135090 -12.838590 21.777290 0.4 -0.1 0.3
H -9.629880 -11.888580 23.288120 0.5 -0.5 0.1
H -13.793430 -15.019430 20.571940 0.1 0.4 0.0
H -13.912210 -16.396210 21.327520 0.1 -0.3 0.2
C -9.401660 -11.345910 11.990450 -0.4 0.9 -0.3
C -8.801260 -12.174960 10.834090 -2.2 0.5 0.7
C -8.277550 -11.280790 9.694960 0.7 -1.1 1.0
O -9.296110 -10.775950 8.876200 -0.1 -0.6 0.7
C -8.831460 -10.239000 7.683610 0.0 0.5 -1.3
N -7.887200 -13.092370 11.470530 1.4 0.2 -0.2
H -9.895100 -11.961310 12.742700 0.3 -0.3 0.2
H -10.181110 -10.638450 11.707490 -0.2 -0.2 -0.7
H -8.672770 -10.675850 12.446330 0.4 -0.4 0.2
H -9.634360 -12.768210 10.457130 -0.3 0.2 -0.7
H -7.602760 -11.926300 9.132760 0.3 0.1 -0.4
H -7.694430 -10.495550 10.176080 0.2 0.4 -0.2
H -8.182770 -9.369660 7.791060 -0.3 0.5 0.4
H -9.707190 -10.014350 7.074730 0.0 0.4 0.2
H -8.229340 -10.871420 7.031240 0.1 -0.9 0.4
H -7.362550 -13.677610 10.836210 0.0 0.0 -0.3
H -8.397580 -13.695490 12.099700 0.1 0.1 0.1
C -14.167390 -6.953550 12.418950 0.2 -0.4 -1.5
C -14.001490 -6.755590 13.883550 1.0 1.5 -1.1
C -15.111270 -7.392990 14.668600 0.5 -0.6 -0.1
O -16.292220 -6.755840 14.275420 -1.2 0.2 0.1
C -17.483160 -7.441070 14.650830 0.0 -0.6 0.8
N -12.620300 -7.138370 14.194970 -0.2 -0.9 1.4
H -13.394390 -6.401890 11.883950 -0.2 0.5 -0.1
H -15.147060 -6.713570 12.005720 0.1 0.1 0.2
H -13.910920 -7.967490 12.111950 -0.3 -0.5 0.3
H -14.036650 -5.681350 14.064880 -0.7 0.3 0.1
H -14.868860 -7.292380 15.726530 -0.4 0.0 0.5
H -15.175040 -8.454340 14.428640 0.0 -0.3 0.0
H -17.513550 -7.637220 15.722600 0.2 0.2 0.3
H -17.607800 -8.431940 14.214090 0.5 -0.2 -0.5
H -18.424400 -6.932830 14.441360 0.6 0.7 -0.4
H -11.919200 -6.830000 13.536580 -0.4 0.2 -0.3
H -12.389550 -6.703660 15.076950 0.3 -0.1 0.2
C -9.557940 -9.615810 19.131040 0.4 -0.5 -1.0
C -8.150710 -8.955420 19.267040 -1.9 -1.9 -0.2
C -7.625100 -8.454900 17.958390 1.0 0.9 -0.2
O -7.203990 -9.491610 17.097100 -0.4 -0.1 0.5
C -7.170410 -9.068940 15.766640 -0.6 -0.6 -0.7
N -8.332330 -7.940030 20.233790 0.6 1.6 1.1
H -9.464630 -10.481890 18.475840 0.2 -0.7 0.5
H -10.349000 -9.107780 18.579470 0.2 1.1 0.3
H -9.943750 -9.864700 20.119630 0.0 -0.3 -0.1
H -7.538630 -9.761850 19.670940 0.6 -0.2 -0.4
H -6.749340 -7.817590 18.080830 0.3 0.3 0.6
H -8.337500 -7.770790 17.497310 -0.5 -0.2 -0.3
H -6.453460 -8.296200 15.489250 0.4 0.0 0.4
H -8.152280 -8.684610 15.490380 -0.2 0.1 -0.2
H -6.993230 -9.971400 15.181600 0.2 0.2 -0.2
H -8.548920 -8.370610 21.121370 -0.5 -0.1 0.1
H -7.453200 -7.493060 20.451620 0.3 0.4 -0.2
C -6.971820 -15.839180 14.804940 -0.6 -0.2 -0.3
C -8.196100 -15.941920 13.877650 -0.1 -0.6 0.1
C -9.230990 -17.080610 14.265500 2.2 0.1 -1.1
O -8.521300 -18.343530 14.134830 -0.9 1.4 -0.2
C -8.721740 -19.113250 15.279000 -0.9 -0.4 1.2
N -8.862990 -14.664310 13.875990 -0.8 0.0 1.8
H -6.182670 -15.344790 14.238430 0.2 -0.1 0.3
H -6.666050 -16.818400 15.173360 0.2 0.0 -0.3
H -7.212690 -15.227570 15.674430 0.0 0.1 0.1
H -7.797240 -16.062820 12.870480 -0.3 -0.7 -0.2
H -10.094190 -17.018060 13.602870 0.0 -0.3 -0.2
H -9.570270 -16.826170 15.269620 0.1 -0.4 0.3
H -8.306420 -18.618970 16.157230 0.3 -0.1 0.2
H -8.392860 -20.152020 15.249230 0.7 0.3 -0.7
H -9.790430 -19.225700 15.461660 -0.4 0.1 0.1
H -8.821270 -14.361800 14.838720 0.7 1.2 0.4
H -9.871560 -14.682540 13.825430 -0.7 -0.3 -1.2
C -9.080490 -16.212250 19.112820 0.6 0.5 0.8
C -9.988650 -17.170090 18.360750 1.5 0.1 0.9
C -10.010280 -18.577770 18.991530 -0.4 0.2 -1.7
O -8.756790 -19.173050 18.793810 0.3 -0.4 1.3
C -8.748370 -20.539430 19.208620 0.2 -0.9 -0.9
N -11.290140 -16.555840 18.345890 -0.5 0.0 -0.4
H -8.007940 -16.406510 19.114100 -0.1 -0.6 -0.2
H -9.366720 -16.153300 20.162920 -0.1 -0.1 0.2
H -9.132210 -15.178640 18.770660 -0.4 0.1 -0.4
H -9.553480 -17.246730 17.364330 -0.4 -0.3 -0.2
H -10.760440 -19.102110 18.399570 -0.2 -0.5 -0.3
H -10.441360 -18.644360 19.990450 0.6 0.4 0.6
H -9.209410 -21.131590 18.418120 -0.6 -0.1 0.0
H -9.203850 -20.794230 20.165550 -0.3 0.6 0.1
H -7.763370 -21.004260 19.251320 0.5 0.9 0.0
H -11.584370 -16.495960 19.310220 -0.4 0.6 0.5
H -11.984610 -17.167520 17.941340 -0.2 -0.3 -0.3
C -12.608680 -13.437310 17.858660 -0.1 0.6 0.4
C -11.955820 -13.436770 16.440980 -0.9 0.9 -0.5
C -11.555170 -11.976130 15.989570 -1.1 0.0 0.6
O -12.650370 -11.038550 16.068210 0.9 -1.9 0.3
C -12.368330 -9.849510 15.368660 -1.3 0.6 -0.6
N -10.805430 -14.295510 16.475210 -0.2 1.1 0.8
H -13.019440 -14.386360 18.203140 0.4 -0.2 -0.3
H -13.437760 -12.729700 17.856860 0.0 0.2 -0.4
H -11.902820 -13.054610 18.595820 0.2 -0.1 0.1
H -12.687970 -13.933720 15.804510 -0.1 0.4 -0.4
H -11.140240 -12.012940 14.982310 -0.1 0.0 -0.2
H -10.780150 -11.606430 16.660960 0.4 -0.2 0.2
H -13.315240 -9.325030 15.240670 -0.1 -0.2 0.2
H -12.074190 -10.074970 14.343590 0.6 0.2 0.0
H -11.761700 -9.108330 15.889000 0.6 -0.5 0.0
H -11.052940 -15.164720 16.926110 -0.1 -1.6 0.1
H -10.139780 -13.875530 17.108160 1.0 0.2 -0.2
```
Positions in Å, forces in eV/Å.

=====

# C8H6Cl2NO4PtSbSe4

A structure of composition C8H6Cl2NO4PtSbSe4 (the ωB97M-V functional and the def2-TZVPD basis, OMol25).

Results
charge	-2
LUMO energy (spin up / spin down)	4.252 / 4.248	eV
multiplicity	3
⟨S²⟩	2.010
highest occupied orbital energy (spin up / spin down)	-1.217 / -1.762	eV

XYZ file:
```
27
Properties=species:S:1:pos:R:3:forces:R:3
Pt 0.800877 -0.435401 -1.633471 0.1 -0.3 -0.4
O 1.363979 0.311287 2.585808 -0.7 -0.1 -0.3
C 0.606951 -0.261526 1.644705 0.2 0.7 0.2
O 0.726181 -1.398171 1.280815 -0.3 -0.2 0.1
C -0.401719 0.701064 1.043493 0.3 -0.3 0.1
C -0.834489 1.837892 1.694057 -0.4 0.0 -0.1
C -1.768470 2.640567 1.039540 0.1 -0.1 0.0
C -2.190231 2.298086 -0.232436 0.1 -0.1 -0.1
C -1.632800 1.177308 -0.845657 -0.2 0.2 0.0
N -0.780410 0.396321 -0.201221 0.3 -0.1 -0.1
C -1.881324 0.851327 -2.322720 0.1 0.1 0.2
O -2.966628 1.190247 -2.794239 0.0 0.0 -0.1
O -0.901471 0.295933 -2.904321 0.0 0.0 0.2
H 2.202310 -0.222713 2.581873 0.5 0.0 0.1
H -0.452848 2.077889 2.674537 0.0 0.0 0.0
H -2.138640 3.537809 1.520528 0.0 0.0 0.0
H -2.895931 2.885345 -0.801856 0.0 0.0 0.0
Cl -1.084561 -3.042648 -1.897834 -0.2 -0.1 -0.2
C -1.218292 -3.232872 -0.160752 0.1 0.0 0.2
Cl -2.253380 -4.625357 0.298853 0.0 0.0 0.0
H -1.670811 -2.339120 0.250909 0.1 0.0 0.0
H -0.229223 -3.391928 0.249995 0.0 0.0 0.0
Se 6.227866 0.314315 -1.503691 0.0 -0.1 0.0
Sb 4.093806 -0.254051 -0.524728 0.1 0.2 -0.1
Se 2.741651 -1.887052 -1.927020 -0.3 0.0 0.2
Se 4.206386 -0.912345 1.826434 0.2 -0.1 0.1
Se 2.331222 1.487792 -0.941600 0.0 0.2 0.1
```
Positions in Å, forces in eV/Å.

=====

# C34H64Cl10O12S4

A structure of composition C34H64Cl10O12S4 (the ωB97M-V functional and the def2-TZVPD basis, OMol25).

Results
LUMO energy	0.065	eV
highest occupied orbital energy	-9.631	eV

XYZ file:
```
124
Properties=species:S:1:pos:R:3:forces:R:3
C 0.073321 0.664660 4.503666 1.0 -1.7 2.2
C -0.813220 0.741745 5.803342 0.7 2.3 -0.6
C -2.101532 0.026097 5.572978 0.7 -1.9 -0.3
S -1.520272 -1.493615 4.633280 0.3 0.7 -0.8
O -2.381054 -1.722239 3.497527 -0.5 -0.2 0.0
O -1.228527 -2.597872 5.536159 -0.1 0.8 -0.3
C 0.066014 -0.775402 3.971302 -1.8 0.3 0.1
H 1.082041 0.781948 4.902037 0.1 0.9 -0.6
H -0.195305 1.359341 3.716802 0.0 0.1 0.1
H -0.958377 1.821295 5.925254 -0.6 0.0 0.0
H -0.239440 0.559939 6.711780 -0.1 -1.0 -0.1
H -2.780338 0.584379 4.933789 -0.1 -0.2 0.0
H -2.584831 -0.442468 6.427873 -0.1 0.4 0.1
H -0.007121 -0.644871 2.895069 0.0 -0.9 -0.1
H 0.781001 -1.533261 4.280904 0.5 0.6 0.1
C 3.168378 -2.876878 1.268692 1.4 0.7 0.3
C 4.242496 -3.515575 0.369147 -0.9 -0.7 -1.1
C 4.090742 -2.928967 -1.030250 0.2 1.6 -0.1
S 2.301848 -2.530612 -1.200118 1.9 -0.6 0.1
O 1.592109 -3.782608 -1.429396 0.3 0.7 -0.9
O 2.089767 -1.286027 -1.950665 4.5 -4.3 -1.9
C 1.942614 -2.278109 0.516638 4.4 0.4 0.3
H 3.535171 -2.106770 1.948952 0.5 0.4 -0.5
H 2.828276 -3.595996 2.017788 6.0 0.6 -2.8
H 4.027417 -4.571615 0.188711 0.0 -0.2 0.7
H 5.257043 -3.442352 0.750726 0.0 0.2 0.0
H 4.441172 -3.487220 -1.895526 -0.3 -0.4 0.2
H 4.659993 -1.994856 -1.058528 -0.4 0.3 -0.2
H 0.945150 -2.691684 0.644396 2.0 0.2 -0.5
H 1.883693 -1.206207 0.705228 0.8 -0.1 0.7
C 0.311208 -0.919685 -0.973058 -3.0 1.1 1.1
C -1.116883 -0.671679 -0.437627 -0.4 -0.4 0.0
C -1.220544 0.608469 0.348982 0.7 0.9 0.5
S 0.442386 1.451623 0.207169 -3.6 0.1 -1.2
O 1.110313 1.152930 1.470788 0.6 0.3 -1.0
O 0.128258 2.818762 -0.229579 1.3 -0.6 0.8
C 1.008605 0.416092 -1.236256 -1.2 1.0 1.8
H 0.215421 -1.501663 -1.887203 -0.6 0.7 0.7
H 0.860159 -1.467402 -0.205769 -2.5 1.6 -1.8
H -1.439777 -1.493305 0.201487 0.1 -0.2 -0.1
H -1.793967 -0.722945 -1.290132 -0.2 0.4 0.1
H -1.378827 0.494643 1.423204 0.2 -0.4 0.1
H -2.021961 1.287177 0.061722 0.3 0.2 -0.5
H 2.093455 0.506529 -1.260139 -0.8 -0.3 0.8
H 0.644800 0.776683 -2.199327 -0.4 0.6 0.4
C 2.431488 5.019411 1.811433 0.8 -1.0 -0.1
C 3.352821 5.761899 0.861004 -0.8 2.3 0.1
C 4.558808 4.994670 0.405364 -0.3 -1.1 1.3
S 4.900036 3.939839 1.868870 0.3 -1.2 -0.9
O 6.070327 4.506132 2.509718 -0.4 -0.3 0.1
O 4.884862 2.518351 1.495023 -0.1 1.5 0.4
C 3.413238 4.377208 2.822657 -0.1 -0.2 -0.9
H 1.852890 4.322496 1.203746 -0.1 -0.5 0.6
H 1.757217 5.679290 2.352541 -0.1 0.1 -0.2
H 3.617957 6.631917 1.473419 0.6 0.2 -0.5
H 2.799622 6.133509 -0.005012 0.0 0.1 0.1
H 5.471546 5.575050 0.320879 -0.1 0.0 -0.5
H 4.294063 4.341089 -0.422986 0.4 0.0 -0.1
H 3.830262 5.121672 3.499403 -0.4 -0.1 0.3
H 3.018298 3.482476 3.296208 0.2 0.0 0.2
O -2.704671 -3.489838 -1.631377 -0.4 0.4 -0.1
C -3.773140 -3.621547 -1.087626 1.0 -0.2 0.1
O -4.920160 -3.758998 -1.778203 -0.1 0.2 0.2
C -5.973984 -4.238654 -0.892062 0.3 -0.1 -0.9
C -5.274630 -4.615268 0.374494 -0.3 0.9 2.0
C -4.011577 -3.757006 0.406477 0.6 -0.9 -1.4
H -6.347754 -5.126776 -1.398093 -0.5 0.2 0.0
H -6.731547 -3.468305 -0.756220 0.0 0.0 -0.2
H -5.091114 -5.686930 0.402824 0.3 0.1 0.1
H -5.836775 -4.306348 1.258392 -0.4 -0.6 -0.1
H -3.163584 -4.291396 0.829141 0.1 0.2 0.1
H -4.036262 -2.744914 0.811085 -0.5 -0.1 0.3
O 5.191042 2.964342 -5.424711 -0.5 -0.4 0.0
C 4.413083 2.330869 -4.753167 1.6 1.8 0.4
O 3.845594 1.208890 -5.144292 -0.6 -0.8 -0.4
C 3.331508 0.487960 -4.013852 1.1 -0.4 0.6
C 3.154649 1.517267 -2.892254 0.3 0.1 0.6
C 3.956239 2.733787 -3.357818 -1.4 -0.6 -0.7
H 4.143979 -0.160566 -3.669775 -0.1 -0.3 -0.3
H 2.521858 -0.164599 -4.321609 -0.3 0.4 0.0
H 3.616165 1.200036 -1.955623 0.0 -0.5 -0.1
H 2.109152 1.678895 -2.627720 0.8 0.5 -0.7
H 4.720062 3.051812 -2.658854 0.3 0.1 -0.3
H 3.211431 3.511996 -3.541937 0.8 0.3 0.1
Cl -4.849261 1.760429 3.939425 0.1 0.0 -0.7
C -4.901261 1.792178 2.100635 0.6 -1.7 1.3
C -6.318398 1.532678 1.648223 0.2 1.2 -1.0
Cl -7.045149 -0.032573 2.113747 0.5 0.5 0.1
H -4.290395 0.965021 1.730125 0.1 -0.2 0.5
H -4.313616 2.670849 1.851707 -1.0 0.5 -0.4
H -6.275781 1.519216 0.558037 -0.2 0.0 0.0
H -6.953127 2.368096 1.934733 -0.3 -0.3 0.2
Cl 2.616373 -4.933359 4.624406 0.7 -0.2 0.0
C 1.057865 -4.734657 3.861785 -2.0 0.8 -1.2
C 1.178257 -4.264394 2.391459 0.1 -1.7 1.5
Cl -0.151257 -3.419193 1.624761 -4.1 -2.0 2.6
H 0.527157 -3.960647 4.414070 -0.1 -0.2 0.2
H 0.482118 -5.656221 3.883728 0.1 -0.1 0.4
H 1.473315 -5.097348 1.750984 -0.3 -0.2 -0.1
H 2.059268 -3.623756 2.310682 -6.0 -0.5 2.5
Cl -4.399545 0.099788 -5.224700 0.1 0.1 -0.6
C -4.317057 0.761183 -3.608218 0.3 -0.3 1.4
C -4.444653 -0.419009 -2.653746 0.7 -0.9 0.5
Cl -4.480421 0.086024 -0.926982 -0.3 0.1 -0.1
H -5.017669 1.575744 -3.441122 -0.4 -0.3 -0.2
H -3.330732 1.164619 -3.375807 0.1 0.2 -0.5
H -3.536012 -1.023728 -2.692584 0.2 0.3 -0.3
H -5.194864 -1.194434 -2.795033 -0.6 0.7 -0.2
Cl -1.879929 -3.446806 -5.944388 0.0 0.3 0.2
C -1.369542 -2.517198 -4.524515 0.2 0.5 1.4
C -0.127088 -3.086624 -3.845644 -1.1 -0.4 -1.0
Cl 1.317834 -2.695805 -4.775670 0.6 0.2 -0.2
H -2.126970 -2.511534 -3.735596 -0.4 -0.6 -0.4
H -1.230060 -1.454673 -4.724925 0.1 -0.1 -0.7
H -0.209589 -4.170458 -3.874714 0.1 0.0 0.4
H -0.071172 -2.718138 -2.827079 0.1 -0.3 -0.3
Cl -1.185351 6.988658 -2.519114 -0.1 0.5 0.1
C 0.175429 5.887699 -2.446622 0.3 -1.7 -0.6
C 0.252894 5.041083 -3.741510 -0.1 0.5 0.3
Cl 0.999194 3.476308 -3.292536 -0.9 0.6 -0.5
H 0.009565 5.122918 -1.688689 -0.2 0.5 0.4
H 1.125142 6.374597 -2.241379 -0.2 0.3 -0.1
H 0.841903 5.504431 -4.529303 0.1 -0.1 0.1
H -0.741282 4.838940 -4.129974 0.0 -0.1 0.1
```
Positions in Å, forces in eV/Å.

=====

# CHI2NO

A structure of composition CHI2NO (the ωB97M-V functional and the def2-TZVPD basis, OMol25).

Results
LUMO energy	-1.927	eV
highest occupied orbital energy	-9.491	eV

XYZ file:
```
6
Properties=species:S:1:pos:R:3:forces:R:3
C -0.417562 -0.489573 0.566720 0.0 -0.6 0.5
N 0.220292 0.119173 -0.435681 -0.1 2.9 -1.9
O -1.481870 -0.151552 0.998057 -0.6 0.1 0.4
I -0.604589 2.120797 -1.064766 0.7 -2.2 0.7
I 2.132450 -0.221948 -0.969377 0.1 -0.1 0.1
H 0.151280 -1.376896 0.905048 -0.1 0.0 0.1
```
Positions in Å, forces in eV/Å.